1.
Below is CH6O5Si in the gas phase, with properties calculated with ωB97M-V/def2-TZVPD.

```
13
Properties=species:S:1:pos:R:3:forces:R:3
C 1.638 1.438 -0.453 1.187 0.436 3.026
O -2.285 0.261 1.629 -1.379 -1.346 -0.636
O -0.941 -1.733 -1.349 -1.703 -1.116 3.551
O 0.301 -1.746 0.861 0.145 -0.737 0.894
O 0.911 0.443 -1.038 -3.647 -4.222 1.288
O -1.591 0.298 0.368 -0.103 -0.041 -0.147
Si -0.459 -0.802 -0.156 3.393 3.872 -0.852
H 2.694 1.153 0.013 -1.779 0.138 -1.270
H 1.159 1.972 0.432 0.056 -0.573 -0.939
H 1.726 2.140 -1.237 0.810 1.279 -0.576
H -3.184 -0.154 1.377 2.011 0.937 0.363
H -0.673 -1.543 -2.178 1.328 0.944 -4.370
H 0.706 -1.727 1.731 -0.318 0.430 -0.333
```
Positions in Å, forces in eV/Å.

Its SMILES is CO[Si](O)(O)OO. The HOMO energy comes out at -0.343 Ha. The value obtained for the frontier orbital gap is 9.60 eV. Its calculated total energy is -707.39561 a.u. Its energy relative to the best compared isomer or geometry (same formula, charge and spin) is 0.0 kJ/mol.



2.
Below is 2 unconnected molecules or ions with the total composition C4H9NO, with properties calculated with ωB97M-V/def2-TZVPD.

```
15
Properties=species:S:1:pos:R:3:forces:R:3
C 0.192 -1.826 -1.064 -0.027 -0.034 -0.039
C 1.299 -1.229 -0.206 0.138 -0.298 -0.084
N 0.838 -0.070 0.531 -0.368 -0.066 0.680
C 0.015 -0.025 1.416 -0.007 -0.135 0.242
O -0.767 0.116 2.279 0.466 -0.066 -0.484
C -0.872 2.434 0.189 -0.026 0.138 -0.117
H 0.537 -2.751 -1.535 -0.041 0.111 0.012
H -0.119 -1.128 -1.848 0.053 -0.084 0.118
H -0.686 -2.059 -0.451 0.144 -0.002 -0.087
H 1.667 -1.961 0.518 0.053 -0.076 -0.172
H 2.146 -0.917 -0.821 -0.121 -0.040 0.067
H -0.092 1.789 -0.216 -0.245 0.308 0.072
H -0.767 3.420 -0.258 -0.155 0.073 0.019
H -0.773 2.511 1.275 0.020 0.040 -0.229
H -1.853 2.011 -0.044 0.117 0.130 0.002
```
Positions in Å, forces in eV/Å.

Its SMILES is CCN=C=O.C. The HOMO energy comes out at -0.377 Ha. The value obtained for the frontier orbital gap is 11.05 eV. Its calculated total energy is -287.79377 a.u. Its energy relative to the best compared isomer or geometry (same formula, charge and spin) is 101.6 kJ/mol.



Look up the energy relative to the best compared isomer or geometry (same formula, charge and spin) of the second one.
101.6 kJ/mol



frontier orbital gap of number 1 (CH6O5Si)?
9.60 eV



Look up the frontier orbital gap of the second one.
11.05 eV



Which of these has the lowest frontier orbital gap?
CH6O5Si